The following is a quantum chemistry calculation of an isolated molecule of C8H11NO3 in a non-equilibrium geometry, from the OMol25 dataset.

Kohn-Sham gap = 9.46 eV
Energy above the lowest of the compared OMol25 structures with the same formula, charge and spin = 122.7 kcal per mole
E = -591.7313 hartree
Total charge = 0
Spin multiplicity = 1
SMILES string = NC[C@@H](CC(=O)O)c1ccco1

CARTESIAN COORDINATES (ANGSTROEM)
H: -0.513 -2.296 -0.701
C: -2.981 -0.369 -0.268
C: 0.973 1.897 -1.143
H: -0.879 1.879 -1.833
C: 1.682 -0.610 0.711
H: 2.493 0.032 0.825
H: 1.693 2.027 0.948
C: -0.738 -0.275 0.074
H: 1.281 -2.342 1.351
C: -2.439 -1.312 -1.069
C: -1.064 -1.383 -0.686
H: 2.924 -2.074 1.224
C: 0.349 0.197 0.854
H: -0.107 2.149 1.129
H: -3.927 0.053 -0.211
O: -1.890 0.375 0.334
H: 1.462 -1.015 -0.387
O: -0.004 2.628 -1.952
C: 0.724 1.671 0.452
N: 1.940 -1.661 1.768
H: 0.017 0.432 1.967
H: -3.184 -1.796 -1.832
O: 2.188 1.793 -1.554